[1]
Here is C5H13N2OP in the gas phase at a distorted geometry from the Open Molecules 2025 dataset. Energies are from the ωB97M-V functional and the def2-TZVPD basis.

```
22
Properties=species:S:1:pos:R:3:forces:R:3:mulliken_charge:R:1
C -0.110 1.163 -2.629 2.318 -0.671 -2.550 -1.244
C 0.684 1.486 -1.395 -0.312 0.233 1.136 -0.445
P 0.801 -0.084 -0.459 0.276 1.123 1.849 0.653
O 1.720 -1.074 -1.004 0.542 -0.815 -0.825 -0.738
N 1.233 0.286 1.203 -0.668 2.219 -2.394 -0.412
C 0.656 -0.535 2.244 -0.217 1.767 0.647 -0.798
C -0.824 -0.651 2.101 -0.813 -2.002 0.416 -0.419
C -0.987 -1.513 0.841 -3.025 3.422 -0.278 -0.894
N -0.824 -0.563 -0.376 0.160 -1.139 1.873 -0.427
H 0.426 0.299 -3.235 -1.105 1.807 1.013 0.250
H -1.064 0.829 -2.365 -1.552 -0.487 0.286 0.379
H -0.212 2.063 -3.269 0.111 -0.639 0.186 0.360
H 0.153 2.286 -0.854 -0.056 -0.485 0.270 0.349
H 1.644 1.932 -1.590 0.615 -0.298 -0.257 0.431
H 0.952 1.299 1.293 0.431 -1.393 0.380 0.321
H 0.899 -0.114 3.216 0.404 0.028 0.076 0.398
H 1.062 -1.507 2.156 0.723 -1.072 0.199 0.371
H -1.215 -1.137 3.084 0.117 0.852 -1.902 0.304
H -1.337 0.255 1.761 0.071 0.268 1.068 0.319
H -0.321 -2.267 0.751 2.186 -2.632 0.009 0.529
H -1.999 -1.895 0.764 -0.158 -0.159 -0.067 0.401
H -1.024 -1.216 -1.107 -0.052 0.073 -1.132 0.311
```
Positions in Å, forces in eV/Å.

Results
Molar mass, u: 148.1
ΔE to the lowest compared entry with this formula, charge and spin, eV: 0.000
Kohn-Sham gap, eV: 10.549
Multiplicity: 1
Energy, Ha: -724.446171

=====

[2]
Here is a gas-phase ion, C4H7N2O (charge +1) at a distorted geometry from the Open Molecules 2025 dataset. Energies are from the ωB97M-V functional and the def2-TZVPD basis.

```
14
Properties=species:S:1:pos:R:3:forces:R:3:mulliken_charge:R:1
C -1.927 -0.150 -0.174 2.457 0.192 0.993 -0.931
C -0.647 -0.024 -0.509 1.418 0.696 3.522 0.674
C 0.258 -0.064 -1.718 -0.385 -0.034 0.645 -0.503
O 1.595 0.225 -1.215 -1.066 -0.718 -2.302 -0.292
N 1.600 0.211 0.129 -0.521 -0.927 1.100 0.047
C 0.452 0.054 0.771 -0.487 1.123 -3.789 0.452
N 0.310 0.210 2.078 0.343 -0.868 -1.454 -0.345
H -2.690 -0.119 -0.839 -2.110 -0.122 -2.307 0.353
H -2.262 -0.275 0.837 0.244 0.117 0.455 0.196
H 0.090 -1.028 -2.165 0.967 -1.257 0.330 0.265
H 0.133 0.502 -2.623 -0.443 1.418 0.248 0.354
H 2.571 0.047 0.339 0.146 0.254 1.217 0.259
H -0.566 0.487 2.447 -0.691 -0.145 0.553 0.227
H 1.084 -0.075 2.641 0.127 0.270 0.791 0.244
```
Positions in Å, forces in eV/Å.

Results
Net charge: +1
Molar mass, u: 99.1
ΔE to the lowest compared entry with this formula, charge and spin, eV: 3.734
Kohn-Sham gap, eV: 9.716
Multiplicity: 1
Energy, Ha: -340.999022

=====

[3]
Here is a molecular structure, C21H50CaN10 at a distorted geometry from the Open Molecules 2025 dataset. Energies are from the ωB97M-V functional and the def2-TZVPD basis.

```
82
Properties=species:S:1:pos:R:3:forces:R:3:mulliken_charge:R:1
Ca -1.146 1.000 0.369 -0.999 -0.922 0.552 2.577
C 2.000 2.205 -1.331 -0.119 -0.101 0.064 -0.959
C 1.898 2.280 0.210 -0.111 -0.036 -0.104 -0.965
N 1.116 1.190 0.829 0.975 -0.138 0.192 1.487
C 1.267 1.164 2.294 -0.120 0.224 -0.006 -1.064
C 0.419 2.249 2.940 -0.023 -0.087 -0.127 -1.150
N -1.012 2.066 2.595 0.030 0.300 0.315 -0.379
C -1.800 3.299 2.863 0.099 0.023 -0.111 -0.927
C -1.755 4.306 1.712 -0.008 -0.231 -0.073 -0.396
C -2.720 4.018 0.561 0.148 0.002 0.038 -1.059
N -2.253 2.972 -0.388 -0.262 0.617 -0.136 -0.480
C -1.326 3.499 -1.421 0.041 -0.196 -0.059 -0.745
C -0.982 2.393 -2.416 0.021 0.105 0.213 -0.915
N -0.311 1.258 -1.754 0.310 -0.096 -1.084 0.072
C 1.139 1.155 -2.027 0.054 0.104 0.135 -1.260
H 3.030 1.986 -1.613 0.009 0.023 -0.013 0.462
H 1.785 3.189 -1.751 0.019 0.022 0.010 0.314
H 1.444 3.233 0.493 -0.037 -0.008 0.028 0.366
H 2.906 2.301 0.635 0.046 0.005 0.042 0.524
H 1.430 0.260 0.490 0.033 0.085 0.034 -0.246
H 2.308 1.308 2.600 0.059 -0.078 -0.001 0.568
H 0.958 0.176 2.652 0.028 -0.005 -0.026 0.268
H 0.736 3.224 2.573 -0.016 0.047 -0.001 0.485
H 0.571 2.255 4.021 -0.017 0.015 0.064 0.490
H -1.362 1.347 3.222 -0.004 0.040 0.037 0.212
H -1.439 3.779 3.776 0.013 -0.015 0.039 0.410
H -2.837 3.013 3.048 -0.022 -0.040 0.009 0.451
H -0.732 4.396 1.332 -0.018 0.065 0.034 0.101
H -2.013 5.285 2.116 0.012 0.041 0.007 0.495
H -2.917 4.945 0.017 0.005 0.032 -0.055 0.431
H -3.674 3.687 0.976 -0.044 -0.022 -0.011 0.450
H -3.078 2.668 -0.898 -0.036 0.034 -0.015 0.157
H -0.415 3.852 -0.930 -0.049 0.022 0.017 0.324
H -1.771 4.344 -1.953 -0.001 0.096 0.034 0.620
H -0.367 2.807 -3.218 0.014 -0.002 -0.042 0.501
H -1.911 2.042 -2.877 0.010 -0.036 -0.048 0.300
H -0.698 0.373 -2.109 0.010 0.097 -0.135 0.041
H 1.327 1.237 -3.102 -0.014 -0.040 -0.050 0.666
H 1.451 0.154 -1.721 -0.047 -0.030 0.025 0.346
N -2.398 -0.705 1.773 -0.068 -0.242 -0.044 -0.568
C -3.324 -1.581 1.012 0.032 0.141 -0.080 -0.523
C -4.135 -0.752 0.030 0.103 0.019 0.008 -0.835
N -3.332 -0.202 -1.088 0.081 -0.191 0.086 -0.066
C -3.376 -1.060 -2.305 0.023 -0.003 -0.017 -1.019
C -2.324 -2.157 -2.414 0.068 0.165 0.109 -0.344
N -1.002 -1.603 -2.733 -0.039 0.171 0.084 -0.521
H -1.739 -1.289 2.282 -0.016 -0.035 0.033 0.144
H -2.945 -0.235 2.488 -0.006 0.037 0.055 0.267
H -4.004 -2.121 1.671 -0.033 -0.011 0.063 0.485
H -2.733 -2.324 0.485 0.065 -0.055 -0.021 0.022
H -4.575 0.085 0.581 -0.038 0.014 -0.032 0.426
H -4.967 -1.356 -0.342 -0.033 0.000 -0.040 0.453
H -3.794 0.655 -1.369 -0.023 -0.004 0.015 0.178
H -3.258 -0.407 -3.173 -0.016 0.034 -0.002 0.409
H -4.365 -1.521 -2.391 -0.033 0.022 -0.002 0.533
H -2.668 -2.871 -3.164 -0.041 -0.044 -0.058 0.435
H -2.248 -2.711 -1.481 0.008 -0.052 0.073 0.043
H -0.935 -1.435 -3.732 0.009 -0.014 -0.007 0.273
H -0.269 -2.266 -2.511 -0.003 0.013 0.011 0.026
C 5.392 -3.119 -0.376 -0.101 0.013 0.006 -0.662
C 5.203 -1.738 0.213 -0.087 -0.013 -0.065 -0.674
N 3.809 -1.343 0.018 0.016 -0.097 0.002 -0.025
C 2.748 -2.199 0.187 -0.118 0.017 0.033 0.041
N 1.553 -1.673 0.294 0.163 0.022 0.006 -0.153
C 0.429 -2.581 0.478 0.144 0.159 -0.056 0.140
C 0.647 -3.928 -0.187 0.005 0.020 0.015 -0.697
C 1.948 -4.498 0.339 0.035 0.031 -0.047 -0.925
N 3.025 -3.529 0.175 0.077 -0.044 -0.013 0.110
C 4.391 -4.056 0.269 -0.061 0.054 -0.035 -0.614
H 6.402 -3.481 -0.194 0.001 0.017 -0.010 0.378
H 5.227 -3.081 -1.454 0.027 -0.023 -0.003 0.292
H 5.838 -1.011 -0.289 -0.008 0.044 -0.021 0.393
H 5.474 -1.744 1.272 -0.012 0.021 0.061 0.330
H 3.581 -0.380 0.187 -0.039 0.033 0.040 0.047
H -0.470 -2.096 0.072 0.007 -0.029 -0.006 -0.598
H 0.244 -2.753 1.550 -0.040 0.029 0.017 0.144
H 0.730 -3.805 -1.271 -0.030 -0.009 0.005 0.255
H -0.175 -4.615 0.020 0.023 -0.008 -0.021 0.404
H 2.222 -5.394 -0.216 0.036 -0.063 -0.016 0.515
H 1.844 -4.786 1.390 0.002 -0.002 0.059 0.268
H 4.405 -5.024 -0.231 -0.040 -0.041 -0.003 0.360
H 4.656 -4.225 1.318 -0.028 -0.016 0.025 0.284
```
Positions in Å, forces in eV/Å.

Results
Net charge: +2
Molar mass, u: 482.8
ΔE to the lowest compared entry with this formula, charge and spin, eV: 0.707
Kohn-Sham gap, eV: 8.517
Multiplicity: 1
Energy, Ha: -2055.018920

=====

[4]
Here is 2 unconnected molecules or ions with the total composition C9H14O at a distorted geometry from the Open Molecules 2025 dataset. Energies are from the ωB97M-V functional and the def2-TZVPD basis.

```
24
Properties=species:S:1:pos:R:3:forces:R:3:mulliken_charge:R:1
C 0.640 -3.433 1.093 -0.618 0.593 1.310 -1.203
C 0.339 -2.241 0.184 1.854 -0.864 2.284 0.946
C 1.246 -1.187 0.382 0.961 0.281 -0.918 -0.807
C 1.193 -0.090 -0.437 -1.679 1.852 -2.416 -0.472
C 0.244 -0.041 -1.487 -0.356 -1.990 -0.368 0.601
O 0.210 0.904 -2.485 0.173 -0.006 0.843 -0.511
C -0.617 -1.127 -1.648 -0.810 -0.113 0.308 -0.443
C -0.669 -2.168 -0.737 0.944 0.907 0.250 -0.542
H 0.822 -4.390 0.614 0.396 0.141 -0.414 0.304
H -0.234 -3.654 1.743 0.437 0.264 -0.120 0.279
H 1.497 -3.116 1.764 -0.989 -0.847 -0.760 0.283
H 2.175 -1.239 0.974 -0.957 -0.379 0.251 0.195
H 1.750 0.846 -0.512 0.855 -0.545 1.087 0.237
H 0.674 1.665 -2.131 0.133 0.450 -0.254 0.314
H -1.337 -1.278 -2.427 -0.188 0.949 -0.657 0.389
H -1.487 -2.852 -0.710 -0.176 -0.669 -0.424 0.415
C -1.163 3.132 0.088 -0.441 0.105 -0.826 -0.553
C -0.473 2.704 1.386 -0.439 0.900 1.534 -0.677
H -0.277 3.419 -0.494 -0.841 0.555 -0.679 0.110
H -1.663 2.312 -0.498 0.395 0.614 0.812 0.199
H -1.937 3.977 0.203 1.512 -1.140 -0.207 0.271
H -0.353 1.614 1.457 0.088 0.366 -0.030 0.168
H -1.149 3.037 2.267 1.553 -0.570 -1.092 0.282
H 0.570 3.207 1.412 -1.806 -0.853 0.488 0.214
```
Positions in Å, forces in eV/Å.

Results
Molar mass, u: 138.2
ΔE to the lowest compared entry with this formula, charge and spin, eV: 1.420
Kohn-Sham gap, eV: 9.232
Multiplicity: 1
Energy, Ha: -426.520597

=====

[5]
Here is 2 unconnected molecules or ions with the total composition C5H11NO at a distorted geometry from the Open Molecules 2025 dataset. Energies are from the ωB97M-V functional and the def2-TZVPD basis.

```
18
Properties=species:S:1:pos:R:3:forces:R:3:mulliken_charge:R:1
C -1.563 -2.297 -1.306 0.322 -0.514 0.306 -0.749
C -0.845 -1.656 -0.361 -0.490 -2.397 0.025 -0.223
C -0.304 -0.375 -0.439 1.083 1.483 -1.144 0.135
C -0.114 0.383 0.667 -0.600 0.190 1.239 -0.421
N -0.189 1.811 0.551 0.415 -1.449 -0.634 -0.279
C -0.776 2.247 -0.700 -1.099 0.437 -1.987 -0.838
H -2.148 -3.211 -0.946 1.043 1.251 -1.240 0.218
H -1.478 -1.935 -2.375 -0.799 -0.555 1.363 0.225
H -0.679 -2.103 0.599 -0.626 -0.463 0.625 0.267
H -0.212 -0.034 -1.497 -0.323 0.402 1.228 0.226
H -0.031 -0.136 1.765 -0.457 1.606 -2.821 0.357
H -0.548 2.291 1.334 -0.203 0.227 1.010 0.257
H -1.090 3.325 -0.760 1.219 -0.659 0.587 0.296
H 0.016 2.023 -1.527 -1.936 0.555 1.142 0.245
H -1.860 1.811 -0.935 2.439 -0.103 0.331 0.285
O 3.137 -0.535 1.426 -1.008 1.613 -1.418 -0.659
H 2.333 0.054 1.353 0.990 -1.046 0.497 0.332
H 3.530 -0.294 0.555 0.029 -0.578 0.892 0.325
```
Positions in Å, forces in eV/Å.

Results
Molar mass, u: 101.1
ΔE to the lowest compared entry with this formula, charge and spin, eV: 3.631
Kohn-Sham gap, eV: 8.572
Multiplicity: 1
Energy, Ha: -326.997919